Molecular formula: C4H8ClFN3
Method: DFT, wB97M-V/def2-TZVPD

Geometry as XYZ:
```
17
Properties=species:S:1:pos:R:3:forces:R:3
C 0.8953 0.6405 -0.6715 1.599 -2.612 2.015
C 0.7986 0.2083 0.7517 -0.603 3.696 1.962
C -0.6624 -0.4785 1.0237 -1.188 0.675 1.363
C -0.7996 -1.7103 0.2840 -0.085 -1.080 -0.694
N 1.6602 -0.2216 -1.1619 0.278 -1.008 1.075
N 0.2929 1.7049 -1.1300 -0.972 2.311 -1.123
N -1.5678 0.5461 0.8279 0.387 0.408 -0.166
F 0.8092 1.3112 1.6239 0.096 -0.678 -0.629
Cl -2.4890 0.5582 -0.4975 0.135 -0.521 0.535
H 1.6438 -0.3928 1.0492 -0.401 -0.949 -0.072
H -0.5546 -0.5125 2.1187 -0.092 -0.035 0.099
H -0.3723 -1.4544 -0.6601 0.488 -0.766 -1.031
H -1.8370 -1.9334 0.0719 -0.298 -0.318 0.298
H -0.2841 -2.5433 0.7640 -0.046 0.116 -0.240
H 1.8623 -0.2162 -2.0971 0.699 0.394 -3.148
H 0.8715 2.2144 -1.7823 -0.425 0.265 -0.297
H -0.2670 2.2796 -0.5146 0.427 0.102 0.053
```
Positions in Å, forces in eV/Å.

Results
**ΔE to the lowest compared entry with this formula, charge and spin**: 72.17 kcal/mol
**Charge**: +1
**Multiplicity**: 1
**HOMO-LUMO gap (alpha / beta)**: 6.090 / 6.091 eV

Mulliken atomic charge list, values in e, 6 entries: 0.08, 0.12, 0.37, -1.27, -0.53, -0.39